Molecular formula: C14H40AsF6O14
Method: DFT, ωB97M-V/def2-TZVPD

Structure (XYZ):
```
75
Properties=species:S:1:pos:R:3:forces:R:3
As -4.66445 7.91766 -19.35438 0.165 -0.547 0.168
F -5.46339 9.38273 -19.94517 0.485 -0.808 0.083
F -4.62676 7.25346 -21.02108 0.002 0.660 1.123
F -3.92480 6.43309 -18.77431 -0.087 0.724 -0.425
F -4.59405 8.59021 -17.74354 -0.607 -0.255 -0.077
F -6.21334 7.17039 -19.05500 0.414 0.538 -0.122
F -3.08994 8.68306 -19.53558 -1.215 -0.464 -0.915
O -7.33068 10.98063 -21.54961 0.242 0.020 -0.100
H -6.76762 10.23041 -21.30840 -0.074 0.023 0.055
H -6.71762 11.71325 -21.67606 0.018 -0.071 -0.077
O -7.09586 4.85358 -20.45044 -0.069 -0.187 -0.037
H -6.20199 5.20110 -20.36865 -0.060 0.111 0.027
H -7.65388 5.52471 -20.03810 0.044 0.032 -0.097
C -6.90692 6.83451 -15.57828 -0.552 -0.432 0.771
C -7.06350 5.41472 -16.14174 1.441 2.488 0.057
C -5.68828 4.86482 -16.55846 -1.278 -0.201 -0.240
O -5.72087 3.53761 -16.00185 -0.218 0.380 0.643
C -6.73565 3.47749 -15.06713 0.975 -1.857 -0.894
O -6.94060 2.51874 -14.38130 0.232 0.459 -0.003
O -7.48884 4.54905 -15.11768 -1.137 0.552 0.152
H -7.84247 7.18197 -15.13148 -0.268 0.135 -0.647
H -6.54237 7.49735 -16.35951 -0.038 0.157 0.121
H -6.26985 6.85387 -14.68974 0.566 -0.205 -0.375
H -7.72346 5.52015 -17.00337 -0.461 -0.812 0.240
H -4.88136 5.47918 -16.16225 0.192 -0.336 0.042
H -5.68343 4.84098 -17.64560 0.559 -0.320 0.051
C -6.84914 6.76896 -23.53948 -0.158 -0.135 0.718
C -7.88708 7.84860 -23.21460 0.822 -0.531 -2.372
C -9.20734 7.62771 -23.99728 0.254 0.611 1.986
O -10.00919 7.02932 -22.97342 -0.700 -1.149 -0.408
C -9.42308 7.07352 -21.77513 -0.077 0.497 0.613
O -9.91125 6.68854 -20.75732 0.185 -0.130 -0.240
O -8.23109 7.69949 -21.85970 -0.090 0.328 0.241
H -7.31314 5.80222 -23.32704 0.177 -0.099 0.080
H -6.04134 6.92674 -22.82599 0.142 -0.291 -0.086
H -6.42329 6.71703 -24.54098 -0.256 0.480 -0.132
H -7.46917 8.81971 -23.47961 -0.144 0.256 0.716
H -9.05078 6.94933 -24.83029 -0.385 0.164 -0.151
H -9.74297 8.56216 -24.16616 0.358 -0.017 -0.901
C -1.13138 4.18268 -18.03374 -0.237 0.402 -0.644
O -1.37616 4.51244 -16.68475 0.040 -0.163 0.246
H -0.13579 4.49604 -18.36221 0.116 -0.225 0.094
H -1.26264 3.11336 -18.19108 0.140 -0.034 0.314
H -1.84271 4.68079 -18.70037 -0.073 0.019 0.027
H -1.35866 5.47042 -16.60293 -0.037 0.005 -0.042
C -3.17626 11.69459 -18.41883 1.119 -1.084 -0.532
O -2.67947 10.72246 -17.50331 -0.107 0.623 0.626
H -3.84055 12.44966 -17.99562 -0.307 -0.274 0.036
H -2.30211 12.20036 -18.83447 -0.005 0.170 0.140
H -3.55965 11.08613 -19.24038 -0.728 0.757 -0.243
H -3.33927 10.02381 -17.45043 0.076 -0.018 0.069
C -3.60206 4.64634 -23.26594 -0.310 0.114 -0.579
O -3.21786 5.47672 -24.36080 -0.193 0.187 -0.152
H -3.95668 5.20728 -22.40044 0.443 0.096 0.153
H -4.48000 4.10190 -23.61456 0.143 -0.206 -0.054
H -2.79697 3.94438 -23.04925 -0.102 -0.032 0.400
H -2.53703 6.10355 -24.10179 -0.020 -0.072 0.283
C -3.60156 9.39754 -23.99033 -1.185 0.301 0.655
O -3.18266 9.10482 -22.66546 0.293 0.286 -0.337
H -4.61474 9.82262 -23.99101 -0.223 -0.247 0.097
H -3.04403 10.23660 -24.40167 0.704 -0.474 -0.046
H -3.63980 8.49649 -24.60264 0.364 0.123 -0.336
H -3.87062 8.60800 -22.20612 0.088 -0.047 -0.125
C -7.44027 10.63224 -17.59334 0.675 0.508 -0.074
O -8.06860 11.12652 -18.76315 -0.315 0.363 0.574
H -8.17566 10.36312 -16.83678 -0.240 -0.617 -0.465
H -6.74212 9.85728 -17.90532 -0.269 -0.468 0.624
H -6.84289 11.37555 -17.04594 0.121 0.332 -0.385
H -7.40294 11.23708 -19.44975 -0.196 -0.131 -0.085
C -0.16114 7.54464 -19.77849 -0.197 -0.752 0.579
O -0.57794 8.68110 -19.05405 0.008 -0.085 -0.360
H 0.85994 7.58272 -20.16874 -0.198 0.731 -0.354
H -0.09601 6.66190 -19.12408 -0.347 0.000 0.042
H -0.92176 7.34746 -20.53878 0.484 -0.279 -0.376
H -1.53810 8.71571 -19.24928 1.074 0.426 0.640
```
Forces are in eV/Å.

Computed properties:
E_LUMO in eV: 2.2
Gap between HOMO and LUMO in eV: 9.587
Charge: -1
Highest occupied orbital energy in eV: -7.36